Molecular formula: C23H33B2Ca2F23N6O15S5
Method: DFT, wB97M-V/def2-TZVPD

## Properties
- HOMO energy (eV) = -9.38
- calculated total energy (eV) = -218967.189
- E_LUMO (eV) = -1.74
- orbital gap (eV) = 7.64

Geometry as ORCA input:
```
! RIJCOSX wB97M-V def2-TZVPD def2/J DEFGRID3
* xyz 0 1
Ca -0.73 3.76 2.80
Ca -3.65 1.63 -0.61
C 7.44 -0.15 -0.53
C 6.27 0.93 -0.76
N 5.72 1.16 0.53
C 6.36 1.73 1.58
C 5.32 1.97 2.52
N 4.08 1.53 2.04
C 4.40 0.98 0.84
C 2.73 1.58 2.62
H 7.03 -1.10 -0.18
H 8.27 0.18 0.07
H 7.87 -0.31 -1.52
H 5.53 0.52 -1.44
H 6.73 1.85 -1.13
H 7.40 1.99 1.52
H 5.35 2.42 3.50
H 3.80 0.63 0.01
H 1.96 1.36 1.88
H 2.65 2.52 3.17
H 2.77 0.72 3.28
C 0.89 1.54 -4.12
C 1.53 0.15 -4.23
N 0.64 -0.99 -4.08
C 0.66 -2.14 -4.85
C -0.30 -3.10 -4.48
N -0.93 -2.38 -3.38
C -0.40 -1.14 -3.23
C -1.83 -2.91 -2.46
H 0.37 1.57 -3.15
H 0.15 1.69 -4.90
H 1.58 2.38 -4.08
H 2.27 0.06 -3.43
H 2.12 0.09 -5.15
H 1.44 -2.31 -5.58
H -0.53 -4.13 -4.71
H -0.76 -0.50 -2.44
H -1.74 -4.00 -2.45
H -2.84 -2.63 -2.76
H -1.64 -2.60 -1.43
C 1.15 -1.99 3.59
C 0.26 -1.64 2.39
N -0.64 -2.70 2.07
C -2.05 -2.56 2.02
C -2.49 -3.90 1.89
N -1.43 -4.77 1.72
C -0.30 -4.01 1.95
C -1.37 -6.15 1.46
H 1.27 -1.23 4.37
H 2.15 -2.26 3.24
H 0.72 -2.84 4.11
H 0.78 -1.40 1.46
H -0.36 -0.77 2.61
H -2.51 -1.59 2.09
H -3.51 -4.23 1.75
H 0.72 -4.38 2.00
H -1.52 -6.70 2.39
H -0.48 -6.55 0.96
H -2.13 -6.40 0.72
B -3.74 0.54 -3.18
F -4.02 1.91 -2.83
F -4.92 -0.14 -3.05
F -3.26 0.46 -4.40
F -2.83 0.15 -2.23
B -0.90 1.10 0.29
F -1.34 1.91 -0.80
F -0.42 1.96 1.29
F -1.97 0.35 0.71
F 0.21 0.23 -0.15
C -2.40 6.31 -1.08
F -1.73 7.36 -0.56
F -3.49 6.85 -1.72
F -1.63 5.66 -1.92
S -2.99 5.16 0.34
O -4.19 5.91 0.83
O -3.46 3.84 -0.14
O -1.92 5.02 1.32
C 2.22 3.75 -1.05
F 1.22 3.78 -1.84
F 2.40 2.45 -0.65
F 3.31 4.29 -1.69
S 1.98 4.90 0.50
O 1.71 6.24 0.03
O 0.88 4.27 1.23
O 3.28 4.75 1.15
C 2.03 -3.52 -0.87
F 1.73 -4.68 -0.22
F 2.01 -3.88 -2.15
F 1.05 -2.61 -0.59
S 3.80 -2.78 -0.39
O 4.88 -3.54 -1.03
O 3.78 -1.46 -1.00
O 3.80 -2.72 1.09
C -4.76 0.84 4.01
F -4.38 0.97 5.25
F -4.21 -0.24 3.51
F -6.07 0.80 4.00
S -4.14 2.35 2.95
O -5.08 3.45 3.28
O -2.76 2.74 3.28
O -4.23 1.80 1.58
C -6.18 -2.04 1.39
F -7.15 -3.01 1.26
F -6.77 -0.96 1.85
F -5.32 -2.38 2.35
S -5.24 -1.70 -0.26
O -4.56 -0.38 -0.19
O -4.25 -2.74 -0.24
O -6.27 -1.81 -1.33
*
```


Molecular formula: C23H33Cl2MgN4O4
Method: DFT, wB97M-V/def2-TZVPD

## Properties
- HOMO energy (eV) = -0.39
- ΔE to the lowest compared entry with this formula, charge and spin (kcal per mole) = 9.5
- calculated total energy (eV) = -69028.593
- E_LUMO (eV) = 2.12
- orbital gap (eV) = 2.51

Geometry as ORCA input:
```
! RIJCOSX wB97M-V def2-TZVPD def2/J DEFGRID3
* xyz -1 1
O 1.53 1.84 -3.42
C 2.06 1.58 -4.50
C 2.83 2.55 -5.40
C 3.32 3.71 -4.77
H 3.47 3.71 -3.69
C 3.60 4.87 -5.51
H 3.92 5.78 -5.00
C 3.44 4.86 -6.91
H 3.58 5.79 -7.48
C 3.11 3.66 -7.56
H 3.06 3.65 -8.65
C 2.83 2.51 -6.81
H 2.61 1.56 -7.30
H 2.03 0.57 -4.99
C -2.17 0.88 -2.66
C -2.00 -0.22 -1.73
H -3.13 0.78 -3.18
H -1.33 0.89 -3.37
H -2.11 1.85 -2.12
C -2.68 -1.08 -1.03
C -4.22 -1.10 -0.95
H -2.20 -1.82 -0.36
H -4.65 -0.46 -1.74
H -4.59 -0.74 0.03
H -4.61 -2.12 -1.08
Mg 0.29 0.19 -0.06
Cl -0.05 2.47 0.20
Cl 1.04 -0.50 -2.24
C -1.74 0.49 2.12
O -0.80 -0.19 1.61
N -2.25 0.27 3.33
C -1.80 -0.83 4.17
C -3.26 1.15 3.91
H -2.18 1.30 1.52
H -1.04 -1.40 3.65
H -2.66 -1.46 4.41
H -1.41 -0.43 5.11
H -3.46 1.99 3.24
H -2.93 1.52 4.89
H -4.20 0.59 4.07
H 0.57 -5.30 0.93
H 2.80 -5.35 -0.29
C 0.17 -4.69 0.12
C 2.35 -4.73 -1.07
N 1.24 -3.95 -0.52
H -0.57 -3.99 0.53
C 1.26 -2.62 -0.48
O 0.38 -1.90 0.04
H 3.10 -4.02 -1.45
H 2.16 -2.20 -0.97
H -0.32 -5.34 -0.61
H 2.00 -5.36 -1.90
N 3.89 1.48 5.55
C 2.89 1.32 4.65
O 1.71 1.50 4.96
C 3.25 0.91 3.25
C 4.50 0.44 2.82
C 4.65 0.00 1.50
C 3.53 -0.01 0.65
N 2.32 0.38 1.08
C 2.20 0.90 2.31
H 3.63 1.75 6.48
H 4.87 1.40 5.31
H 5.35 0.41 3.50
H 5.61 -0.34 1.12
H 3.63 -0.34 -0.39
H 1.22 1.33 2.55
*
```


Molecular formula: C23H33CoN5O7S3
Method: DFT, wB97M-V/def2-TZVPD

## Properties
- HOMO energy (alpha / beta) (eV) = -14.34 / -14.34
- ΔE to the lowest compared entry with this formula, charge and spin (kcal per mole) = 1.6
- calculated total energy (eV) = -116286.868
- E_LUMO (alpha / beta) (eV) = -5.46 / -4.76
- orbital gap (alpha / beta) (eV) = 8.89 / 9.58

Geometry as ORCA input:
```
! RIJCOSX wB97M-V def2-TZVPD def2/J DEFGRID3
* xyz 2 2
Co 0.67 -0.36 -0.12
S 1.00 -3.12 3.43
C 1.50 -3.94 2.03
C 1.36 -3.14 0.94
N 0.87 -1.88 1.23
C 0.63 -1.75 2.51
H 1.86 -4.95 2.06
H 1.59 -3.40 -0.08
H 0.23 -0.85 2.95
C -3.60 -1.34 -0.03
S -2.35 -0.93 -1.23
O -1.20 -0.42 -0.36
C -1.93 -2.55 -1.81
C -2.34 -2.89 -3.09
C -2.07 -4.17 -3.56
C -1.39 -5.07 -2.75
C -0.97 -4.70 -1.48
C -1.24 -3.43 -1.00
H -3.17 -2.02 0.70
H -4.42 -1.82 -0.57
H -3.93 -0.41 0.43
H -2.88 -2.18 -3.71
H -2.40 -4.46 -4.55
H -1.18 -6.07 -3.12
H -0.44 -5.41 -0.86
H -0.94 -3.14 0.00
O 0.89 1.81 -0.22
C 2.05 1.64 0.20
O 2.47 0.48 0.53
C 2.98 2.82 0.36
N 4.35 2.29 0.81
C 4.74 3.01 2.09
C 3.88 4.26 2.06
C 2.55 3.77 1.49
H 3.09 3.33 -0.59
H 5.05 2.42 0.08
H 4.22 1.28 0.95
H 5.81 3.19 2.09
H 4.48 2.35 2.91
H 4.32 5.01 1.41
H 3.77 4.70 3.06
H 1.92 4.57 1.11
H 1.98 3.22 2.24
C 1.27 -5.70 -6.38
C 0.80 -4.27 -6.67
S 1.45 -3.18 -5.44
O 0.66 -3.28 -4.23
O 2.88 -3.36 -5.36
C 1.17 -1.55 -6.08
C 2.14 -0.56 -5.46
N 2.22 -0.71 -4.01
C 1.22 -0.44 -3.15
N 1.52 -0.86 -1.93
C 2.75 -1.45 -2.00
C 3.19 -1.36 -3.28
N 4.51 -1.69 -3.74
O 5.14 -2.44 -3.04
O 4.91 -1.15 -4.75
C -0.03 0.28 -3.51
H 0.80 -6.38 -7.09
H 0.99 -6.01 -5.37
H 2.35 -5.78 -6.48
H -0.29 -4.17 -6.61
H 1.16 -3.91 -7.63
H 0.13 -1.32 -5.84
H 1.29 -1.55 -7.17
H 1.80 0.45 -5.69
H 3.14 -0.68 -5.85
H 3.27 -1.88 -1.16
H 0.17 1.10 -4.20
H -0.48 0.70 -2.61
H -0.75 -0.39 -3.98
*
```